Record 1
8 unconnected molecules or ions with the total composition C21H47Br6N5O5. Source: the OMol25 dataset; level of theory: ωB97M-V/def2-TZVPD.

XYZ file:
```
84
C21H47Br6N5O5 (ωB97M-V/def2-TZVPD)
C 2.7986 -2.1734 -2.0622
N 3.3924 -1.5992 -0.8758
C 4.6108 -0.8620 -1.1513
C 2.9879 -1.9443 0.3690
O 3.4913 -1.5661 1.4100
H 2.5636 -1.3926 -2.7919
H 1.8663 -2.6853 -1.8362
H 3.4902 -2.8864 -2.5210
H 5.0891 -0.4003 -0.2930
H 5.3268 -1.5418 -1.6283
H 4.3920 -0.0563 -1.8585
H 2.0930 -2.5770 0.3463
C -2.6028 0.7571 0.6266
N -1.3409 0.0908 0.4036
C -0.3420 0.9411 -0.2170
C -1.2031 -1.2303 0.6291
O -0.2155 -1.8839 0.3552
H -2.8579 1.3550 -0.2527
H -2.5703 1.4520 1.4752
H -3.3988 0.0507 0.8566
H -0.0273 1.6772 0.5235
H 0.5490 0.3665 -0.4758
H -0.7117 1.3623 -1.1481
H -2.0776 -1.6303 1.1755
C -0.7867 -4.6592 1.6106
N 0.3883 -5.2012 0.9702
C 1.3625 -5.7957 1.8242
C 0.6514 -4.9246 -0.3320
O 1.6645 -5.2304 -0.9237
H -0.5034 -4.0376 2.4640
H -1.3935 -5.4702 2.0412
H -1.4122 -4.1199 0.9099
H 0.9345 -6.6224 2.4090
H 2.1987 -6.1946 1.2581
H 1.7445 -5.0967 2.5803
H -0.1951 -4.4185 -0.8217
C 4.3733 2.8250 -2.6327
N 3.3186 2.0139 -3.2199
C 3.4736 1.6998 -4.6210
C 2.1384 1.7687 -2.5997
O 1.1733 1.2612 -3.1384
H 4.4478 3.7744 -3.1623
H 5.3215 2.2839 -2.7133
H 4.2089 2.9570 -1.5645
H 3.5980 2.6268 -5.1942
H 4.3231 1.0373 -4.7807
H 2.5548 1.2510 -4.9874
H 2.1491 2.0488 -1.5332
C -3.7516 5.4752 -0.6288
N -2.4839 4.9135 -0.2336
C -2.2370 4.7277 1.1641
C -1.5614 4.5343 -1.1492
O -0.4631 4.0874 -0.8946
H -4.5885 4.8506 -0.3050
H -3.8005 5.5678 -1.7121
H -3.8787 6.4708 -0.1946
H -1.9696 5.6570 1.6787
H -3.0988 4.2847 1.6695
H -1.3955 4.0486 1.2995
H -1.9163 4.6620 -2.1861
Br 3.4627 2.1213 1.2265
C 2.4115 1.3479 2.6632
C 2.3987 2.2674 3.8630
Br 1.3583 1.4117 5.2728
H 2.9598 0.4444 2.9202
H 1.4304 1.0493 2.3111
H 2.0006 3.2632 3.6932
H 3.3882 2.3846 4.2948
Br -2.6374 -1.7705 4.4277
C -4.4634 -2.4143 4.5310
C -5.4750 -1.2943 4.4543
Br -5.3532 -0.3397 2.7757
H -4.5633 -2.9372 5.4788
H -4.5608 -3.1195 3.7114
H -5.2524 -0.5519 5.2134
H -6.4740 -1.7063 4.5533
Br -1.2980 -2.3215 -4.1724
C -1.8309 -1.0040 -2.8602
C -3.2926 -0.6860 -3.0286
Br -3.6431 0.4220 -4.5911
H -1.1885 -0.1344 -2.9691
H -1.7147 -1.4281 -1.8669
H -3.6700 -0.0931 -2.1977
H -3.8855 -1.5912 -3.1134
```

Computed properties:
SMILES string	CN(C)C=O.CN(C)C=O.CN(C)C=O.CN(C)C=O.CN(C)C=O.BrCCBr.BrCCBr.BrCCBr
molar mass	929.1	g mol⁻¹
HOMO-LUMO gap	8.88	eV
total energy	-460483.28495	eV
largest force on an atom	1.20	eV/Å
spin multiplicity	1
total charge	0

Record 2
A molecular structure, C21H47ClNNbO18PS. Source: the OMol25 dataset; level of theory: ωB97M-V/def2-TZVPD.

XYZ file:
```
91
C21H47ClNNbO18PS (ωB97M-V/def2-TZVPD)
C 1.3793 -1.5496 3.8593
C 0.7906 -0.8530 2.9182
Nb 1.5852 1.0570 1.9757
C 0.0748 2.4775 2.8999
C -1.1834 2.7438 1.9983
C -2.2216 1.6639 2.3407
C -3.1960 1.4135 1.1813
S -4.1511 -0.1066 1.5659
O -3.7650 -0.6271 2.8302
O -5.5457 0.2220 1.6008
Cl -3.7683 -1.5278 0.1304
P 3.3188 -0.3781 0.6604
N 2.8136 -0.2424 -1.0316
O 4.8617 0.3031 0.7982
H 0.8360 -2.3568 4.3557
H 2.4128 -1.4094 4.1550
H -0.1594 -1.2731 2.5653
H 2.7031 1.2055 3.4291
H 2.4448 2.4987 1.2723
H 0.4733 0.8743 0.5128
H 0.4980 3.4672 3.1024
H -0.3094 2.0611 3.8399
H -1.5733 3.7563 2.1623
H -0.9076 2.7063 0.9443
H -2.7985 1.9473 3.2183
H -1.6624 0.7469 2.5138
H -3.9631 2.1841 1.1396
H -2.6723 1.3180 0.2320
H 2.0872 -0.9476 -1.1204
H 2.3439 0.6544 -1.0865
H 5.3155 -0.2402 1.4555
C 0.8028 7.7184 -0.0292
O 1.5602 6.5314 0.1828
C 2.8213 6.7455 0.5696
O 3.3303 7.8265 0.7401
O 3.4086 5.5674 0.7311
C 4.7699 5.6326 1.1487
H -0.1933 7.4100 -0.3366
H 0.7249 8.2959 0.8912
H 1.2453 8.3226 -0.8205
H 4.8520 6.1229 2.1178
H 5.3762 6.1500 0.4059
H 5.1206 4.6082 1.2407
C 7.9063 -3.1920 5.6989
O 7.2985 -2.7759 4.4787
C 7.1946 -3.7392 3.5595
O 7.5640 -4.8789 3.6882
O 6.6140 -3.2192 2.4822
C 6.4329 -4.1388 1.4038
H 7.9304 -2.3255 6.3545
H 7.3195 -3.9772 6.1733
H 8.9265 -3.5320 5.5250
H 5.7866 -4.9617 1.7041
H 7.3928 -4.5160 1.0536
H 5.9516 -3.5961 0.5946
C -3.5998 -3.0548 -2.5768
O -3.9836 -2.9450 -3.9499
C -3.0499 -3.3413 -4.8149
O -1.9589 -3.7653 -4.5375
O -3.5320 -3.1885 -6.0496
C -2.6216 -3.5804 -7.0806
H -4.4369 -2.7081 -1.9832
H -3.3919 -4.0925 -2.3182
H -2.7338 -2.4289 -2.3685
H -2.3739 -4.6369 -6.9949
H -1.7168 -2.9761 -7.0461
H -3.1234 -3.4110 -8.0298
C 1.4818 -4.9593 -4.3131
O 2.5987 -4.6139 -5.1399
C 2.3267 -4.5636 -6.4397
O 1.2584 -4.7780 -6.9537
O 3.4502 -4.2324 -7.0855
C 3.3060 -4.1397 -8.5004
H 1.8317 -4.9658 -3.2845
H 0.6874 -4.2214 -4.4079
H 1.1112 -5.9519 -4.5646
H 2.5854 -3.3668 -8.7644
H 3.0059 -5.0986 -8.9211
H 4.2781 -3.8670 -8.9031
C -9.4523 5.2264 3.1061
O -9.2421 3.8588 3.4489
C -8.9856 3.0645 2.4019
O -8.9270 3.4174 1.2521
O -8.8102 1.8288 2.8553
C -8.5231 0.8587 1.8395
H -9.6487 5.7610 4.0320
H -8.5640 5.6472 2.6374
H -10.3144 5.3310 2.4484
H -7.6012 1.1027 1.3241
H -9.3511 0.7879 1.1341
H -8.4006 -0.0998 2.3347
```

Computed properties:
molar mass	793.0	g mol⁻¹
HOMO-LUMO gap	5.75	eV
total energy	-95075.18074	eV
largest force on an atom	2.37	eV/Å
spin multiplicity	1
total charge	-1

- What is the largest force on an atom in the second record?
  2.37 eV/Å